Record 1
18 unconnected molecules or ions with the total composition C55H88N22O9S at a distorted geometry. Source: OMol25; level of theory: the ωB97M-V functional and the def2-TZVPD basis.

Geometry as ORCA input:
```
! wB97M-V def2-TZVPD RIJCOSX def2/J DEFGRID3
* xyz 0 1
C 2.6141 -1.6448 3.6989
C 3.1353 -2.2402 2.2446
N 2.5007 -3.5957 2.0789
C 1.3961 -3.5741 1.0196
C 0.1631 -2.5867 1.3749
N -0.8404 -2.3838 0.2853
O -1.9658 -1.8111 0.7592
C -0.2772 -1.7618 -0.9457
N 0.6242 -0.5853 -0.7503
C 0.0974 0.4192 -0.0943
O -0.3879 1.3068 0.7042
C -1.3749 -1.5854 -2.1697
C -0.7512 -1.6577 -3.6489
C 0.8278 -1.3828 -3.8295
C 1.2824 0.1657 -3.8925
C 2.8604 0.4242 -4.1771
S 3.8256 -1.0438 -4.7787
O 4.0205 -2.1727 -3.7411
O 5.2499 -0.5269 -5.0877
O 3.2595 -1.6503 -6.2812
O -2.1636 -2.8614 -2.0405
C -3.4652 -2.6908 -2.6649
N -4.4723 -2.4263 -3.3457
O -2.3758 -0.5806 -1.9165
C -2.1613 0.7055 -2.5240
C -2.6790 1.8341 -1.4359
C -4.0390 2.5883 -1.8843
C -4.5229 3.4758 -0.5964
C -3.4393 4.5785 -0.1100
O -3.0491 4.2856 1.2861
C 3.5914 -4.5264 1.5832
C 3.7478 -6.0379 2.1677
O 4.4301 -4.1956 0.6417
H 1.9339 -0.7102 3.5670
H 3.5398 -1.2709 4.3099
H 2.1005 -2.4717 4.3330
H 4.2856 -2.2422 2.3071
H 2.7305 -1.4738 1.4521
H 1.9399 -3.2324 0.0349
H 1.0142 -4.6635 0.9060
H -0.4139 -3.0922 2.2623
H 0.4921 -1.5437 1.8023
H -2.6543 -2.5413 0.7975
H 0.4244 -2.6057 -1.3735
H -0.9054 -2.7444 -4.0737
H -1.2941 -0.9905 -4.4519
H 1.5276 -1.9206 -3.0880
H 1.0947 -1.8350 -4.8819
H 0.7040 0.6694 -4.7819
H 1.0384 0.7794 -2.9224
H 2.9677 1.3803 -4.8483
H 3.3362 0.7356 -3.1503
H 3.3231 -0.8445 -6.8748
H -1.0809 0.9994 -2.7824
H -2.9063 0.8069 -3.4241
H -1.8496 2.6633 -1.3835
H -2.7662 1.4104 -0.3651
H -4.8453 1.8058 -2.1804
H -3.9148 3.2908 -2.7982
H -5.5715 3.9731 -0.7643
H -4.6839 2.7485 0.3075
H -3.8870 5.6627 -0.1461
H -2.4682 4.6199 -0.7335
H -2.3857 3.5517 1.3136
H 4.7558 -6.2075 2.7340
H 3.8004 -6.7570 1.2419
H 2.8291 -6.3149 2.8147
C 3.3016 1.3945 6.8783
C 3.1594 -0.0772 6.5824
N 3.0453 -1.2551 6.3434
H 2.3154 1.8624 6.9195
H 3.8022 1.5343 7.8377
H 3.8916 1.8760 6.0955
C -5.7968 -4.6776 -0.6437
C -5.5973 -3.9974 0.6871
N -5.4371 -3.4526 1.7530
H -5.7470 -3.9410 -1.4490
H -5.0180 -5.4276 -0.7982
H -6.7729 -5.1672 -0.6682
C -1.4098 6.2272 3.3227
C -0.7202 5.2226 4.2101
N -0.1677 4.4179 4.9205
H -2.1484 5.7246 2.6967
H -1.9123 6.9796 3.9353
H -0.6771 6.7214 2.6802
C -5.8786 6.8364 2.1765
C -5.2273 8.1986 2.1045
N -4.7076 9.2893 2.0431
H -6.8031 6.8966 2.7547
H -6.1104 6.4806 1.1703
H -5.2031 6.1257 2.6583
C 3.4294 4.7236 2.2878
C 2.2827 5.6692 2.0369
N 1.3635 6.4247 1.8372
H 4.0069 5.0603 3.1514
H 3.0466 3.7196 2.4848
H 4.0835 4.6904 1.4129
C 5.6092 4.0344 -1.8549
C 5.8155 4.7308 -0.5336
N 5.9807 5.2882 0.5240
H 5.6622 4.7597 -2.6696
H 6.3826 3.2772 -2.0010
H 4.6298 3.5510 -1.8715
C 3.1068 4.4887 -6.8196
C 2.9628 3.0185 -7.1265
N 2.8473 1.8431 -7.3752
H 2.1211 4.9555 -6.7679
H 3.6145 4.6220 -5.8619
H 3.6910 4.9760 -7.6033
C 0.9572 -4.8044 6.6367
C 0.4768 -4.0147 5.4465
N 0.0924 -3.3822 4.4931
H 0.9009 -5.8737 6.4210
H 1.9925 -4.5410 6.8647
H 0.3329 -4.5819 7.5063
C 3.9165 3.9871 10.8967
C 4.6346 3.5009 9.6636
N 5.2092 3.1118 8.6765
H 2.9063 3.5732 10.9262
H 4.4575 3.6707 11.7911
H 3.8544 5.0774 10.8850
C -8.5077 -4.1345 3.6422
C -9.8757 -4.4232 3.0776
N -10.9703 -4.6540 2.6256
H -8.5514 -3.2599 4.2947
H -8.1548 -4.9918 4.2193
H -7.8038 -3.9380 2.8301
C -3.1242 -2.3121 -6.8261
C -2.4942 -0.9448 -6.9123
N -1.9827 0.1467 -6.9743
H -4.0460 -2.2612 -6.2425
H -3.3574 -2.6766 -7.8289
H -2.4357 -3.0095 -6.3437
C 6.6002 -5.5002 -4.8864
C 5.5719 -4.4684 -4.4929
N 4.7446 -3.6302 -4.1752
H 7.5905 -5.0404 -4.9344
H 6.6178 -6.3071 -4.1506
H 6.3532 -5.9167 -5.8655
C -7.6524 -1.0314 0.7922
C -7.0105 0.3309 0.7342
N -6.4976 1.4216 0.6861
H -8.5792 -0.9823 1.3680
H -7.8791 -1.3792 -0.2182
H -6.9734 -1.7421 1.2694
C 2.6252 -6.5919 -4.5767
C 1.1915 -6.7528 -5.0153
N 0.0439 -6.8813 -5.3667
H 3.2657 -7.2735 -5.1410
H 2.9551 -5.5653 -4.7527
H 2.7160 -6.8173 -3.5119
C -2.4875 -2.1735 8.7211
C -1.2559 -3.0039 8.9779
N -0.2696 -3.6680 9.1834
H -2.9524 -1.8951 9.6692
H -2.2171 -1.2662 8.1766
H -3.2040 -2.7451 8.1272
C -2.2117 10.2679 4.7836
C -1.6316 9.3029 5.7867
N -1.1633 8.5168 6.5980
H -1.4125 10.7021 4.1792
H -2.9110 9.7457 4.1266
H -2.7419 11.0699 5.3017
C -1.0375 5.5060 -5.8270
C -0.3383 4.5071 -4.9400
N 0.2202 3.7080 -4.2284
H -1.7807 4.9978 -6.4452
H -1.5380 6.2598 -5.2154
H -0.3111 5.9993 -6.4765
C 7.3989 -7.7769 -9.1655
C 6.4532 -7.6936 -7.9944
N 5.6964 -7.6269 -7.0572
H 8.3798 -7.3917 -8.8793
H 7.5035 -8.8158 -9.4856
H 7.0126 -7.1848 -9.9980
*
```

Output
LUMO level, hartree: 0.0025
E, Ha: -4427.56575



Record 2
7 unconnected molecules or ions with the total composition C55H91Br2F3N4O13S at a distorted geometry. Source: OMol25; level of theory: the ωB97M-V functional and the def2-TZVPD basis.

Geometry as ORCA input:
```
! wB97M-V def2-TZVPD RIJCOSX def2/J DEFGRID3
* xyz 0 1
C 2.3502 -5.2688 1.1639
C 1.0269 -5.3953 0.4381
O 0.9695 -5.6064 -0.7585
N -0.0999 -5.1968 1.2298
C -0.0926 -5.9583 2.4914
C -1.3596 -5.2296 0.4721
C -1.6501 -3.8741 -0.1973
C -3.1117 -3.4400 -0.0417
C -3.3121 -1.9197 -0.1044
C -2.3335 -1.1095 0.7176
C -1.6061 -0.1063 0.0824
C -0.6799 0.6944 0.7358
C -0.4620 0.4627 2.0875
C -1.1812 -0.5264 2.7538
C -2.1186 -1.3083 2.0938
C -2.8609 -2.3417 2.9095
S 0.7281 1.3790 3.0106
C 1.7372 1.9836 1.6901
C 3.0517 2.3598 2.0211
N 3.4396 2.2089 3.3886
C 3.9049 2.8830 1.0446
C 5.2933 3.3330 1.4351
C 6.4027 2.4178 0.9156
C 7.7623 3.1142 0.7890
C 8.1817 4.0247 1.9458
C 8.5344 3.3185 3.2581
N 7.4215 2.5851 3.8859
C 3.4414 2.9781 -0.2880
C 4.3472 3.5694 -1.3429
C 2.1497 2.5514 -0.6231
C 1.6214 2.5734 -2.0451
C 1.6088 1.1738 -2.6852
C 2.8958 0.7017 -3.3144
F 3.8245 0.4499 -2.3329
Br 3.6221 2.0084 -4.5728
C 2.7746 -0.6240 -4.1266
F 4.0268 -1.1076 -4.3342
F 2.2032 -0.4364 -5.3336
Br 1.7932 -2.0160 -3.2058
C 1.2805 2.0760 0.3800
N -0.0511 1.7253 -0.0327
C -0.9384 2.9464 -0.0416
H 3.1114 -5.0045 0.4353
H 2.2789 -4.4874 1.9202
H 2.5931 -6.2195 1.6388
H 0.4109 -6.9248 2.3871
H -1.1097 -6.1513 2.8156
H 0.4365 -5.4041 3.2683
H -1.3534 -6.0202 -0.2802
H -2.1618 -5.4491 1.1770
H -1.4390 -3.9662 -1.2646
H -0.9718 -3.1269 0.2173
H -3.7009 -3.8840 -0.8499
H -3.5493 -3.8234 0.8805
H -3.2542 -1.5629 -1.1341
H -4.3341 -1.7026 0.2314
H -1.7725 0.0632 -0.9774
H -0.9816 -0.6835 3.8088
H -3.9329 -2.2787 2.7026
H -2.7027 -2.1504 3.9691
H -2.5108 -3.3521 2.6993
H 4.4456 2.2936 3.4801
H 3.2211 1.2594 3.6827
H 5.3946 3.4327 2.5106
H 5.4529 4.3404 1.0365
H 6.1143 2.0065 -0.0542
H 6.5232 1.5513 1.5725
H 7.7506 3.7225 -0.1228
H 8.5561 2.3741 0.6427
H 9.1001 4.5347 1.6316
H 7.4548 4.8192 2.1309
H 9.3801 2.6533 3.0586
H 8.8810 4.0862 3.9544
H 7.6169 1.5953 3.9307
H 7.2579 2.9106 4.8275
H 5.1267 4.1890 -0.9051
H 4.8142 2.8074 -1.9692
H 3.7770 4.2273 -1.9963
H 2.1609 3.2963 -2.6501
H 0.5806 2.8859 -2.0230
H 0.7909 1.0683 -3.4009
H 1.4016 0.4667 -1.8774
H -1.5282 2.9711 -0.9558
H -1.5882 2.9365 0.8345
H -0.3096 3.8349 0.0217
O -6.5932 -5.4057 -3.7733
C -5.9797 -6.0187 -4.6032
O -6.5986 -7.0628 -5.2044
C -6.0300 -7.7645 -6.3114
C -5.0641 -8.8450 -5.8707
C -4.5429 -5.7184 -4.9519
H -5.5699 -7.0682 -7.0139
H -6.8833 -8.2110 -6.8206
H -4.2064 -8.4255 -5.3453
H -4.6982 -9.4012 -6.7345
H -5.5629 -9.5387 -5.1939
H -3.8885 -6.2251 -4.2464
H -4.3790 -4.6480 -4.8626
H -4.2658 -6.0166 -5.9572
O -1.5586 -5.4389 -5.1986
C -1.3048 -4.8657 -6.2187
O -2.0717 -5.1423 -7.3033
C -1.9753 -4.4283 -8.5390
C -0.8908 -4.9838 -9.4385
C -0.1283 -3.9349 -6.3806
H -1.8541 -3.3597 -8.3576
H -2.9497 -4.5594 -9.0078
H 0.0967 -4.8812 -8.9893
H -0.8881 -4.4603 -10.3948
H -1.0629 -6.0443 -9.6214
H 0.7487 -4.5433 -6.6000
H 0.0539 -3.3769 -5.4657
H -0.2585 -3.2052 -7.1754
O -3.8334 2.4638 1.9302
C -4.8195 1.9989 2.4346
O -5.7511 2.8481 2.9152
C -7.0256 2.4116 3.3931
C -6.9712 1.9743 4.8421
C -5.0088 0.5101 2.5927
H -7.4348 1.6361 2.7444
H -7.6704 3.2828 3.2902
H -6.3182 1.1116 4.9767
H -7.9680 1.7083 5.1948
H -6.5852 2.7831 5.4624
H -4.5040 0.1790 3.4996
H -4.5392 0.0275 1.7413
H -6.0500 0.1965 2.6243
O -1.6732 -3.9596 5.6229
C -1.7227 -3.4428 6.7043
O -2.1025 -2.1502 6.7737
C -2.3334 -1.4678 8.0103
C -1.0568 -0.9010 8.5949
C -1.3048 -4.1687 7.9615
H -2.8590 -2.1152 8.7135
H -3.0161 -0.6594 7.7537
H -0.3452 -1.6876 8.8467
H -1.2749 -0.3339 9.4999
H -0.5771 -0.2382 7.8749
H -0.2226 -4.0917 8.0583
H -1.5702 -5.2164 7.8480
H -1.7687 -3.7973 8.8714
O 0.4340 8.0254 5.3833
C 0.2490 7.0802 4.6657
O -1.0093 6.8074 4.2711
C -1.3047 5.7981 3.2972
C -1.4027 4.4213 3.9121
C 1.3772 6.1601 4.2524
H -0.5771 5.8320 2.4850
H -2.2646 6.0890 2.8735
H -0.4577 4.1142 4.3607
H -1.6741 3.6886 3.1535
H -2.1624 4.4083 4.6949
H 1.5331 5.4274 5.0431
H 2.2784 6.7594 4.1513
H 1.2140 5.6328 3.3164
O 2.4168 6.0522 -2.7221
C 2.5070 6.5170 -3.8248
O 1.6203 6.1252 -4.7598
C 1.5362 6.7246 -6.0551
C 2.5151 6.1068 -7.0318
C 3.6237 7.4628 -4.2017
H 1.6483 7.8075 -5.9864
H 0.5149 6.5328 -6.3798
H 3.5482 6.2683 -6.7233
H 2.3828 6.5382 -8.0243
H 2.3524 5.0308 -7.0938
H 4.5022 6.8721 -4.4595
H 3.8551 8.0712 -3.3314
H 3.3896 8.1304 -5.0267
*
```

Output
LUMO level, hartree: 0.0152
E, Ha: -9193.34465